# C39H44AsIN5O6S5Sn

C39H44AsIN5O6S5Sn as an isolated structure (ωB97M-V with the def2-TZVPD basis set, the OMol25 dataset).

The geometry in XYZ format:
```
102
Properties=species:S:1:pos:R:3:forces:R:3
Sn 1.94630 0.81773 1.00879 -0.29 0.55 0.16
O 2.67153 -3.27405 -0.57244 0.03 0.02 0.07
S 2.52287 -1.91187 -0.20481 -0.04 -0.03 0.48
O 3.46416 -1.33457 0.73092 0.06 0.04 -0.33
O 2.73558 -1.04313 -1.61897 -0.39 -0.59 -0.02
O 1.14683 -1.45451 0.10482 0.28 0.00 -0.01
C 2.34793 6.11114 -1.16806 0.08 0.03 0.12
C 3.48725 5.48093 -0.36999 -0.15 -0.09 -0.03
C 3.15885 5.31798 1.11230 -0.08 0.07 -0.16
S 1.77141 4.16789 1.34897 0.16 0.12 0.16
O 2.43391 2.93585 1.97114 -0.16 -0.14 0.00
C 0.82526 4.98119 2.69283 -0.05 -0.18 0.01
C 0.88123 4.19168 3.99812 0.20 0.07 -0.03
C 2.17888 4.42357 4.76698 -0.08 -0.04 -0.04
H 2.61236 6.18910 -2.22134 -0.03 0.01 -0.01
H 2.12730 7.11552 -0.80137 -0.01 0.00 -0.02
H 1.43338 5.51960 -1.09025 -0.01 0.01 -0.05
H 4.37562 6.10870 -0.45121 0.06 -0.07 0.03
H 3.74444 4.50468 -0.79011 0.05 0.01 -0.01
H 2.90283 6.28006 1.55604 -0.01 -0.02 0.04
H 3.97280 4.85471 1.67109 0.00 0.07 0.06
H -0.18977 5.03819 2.29868 -0.01 0.06 0.02
H 1.21345 5.99062 2.82057 -0.04 0.02 -0.02
H 0.76497 3.12819 3.77894 -0.08 0.00 0.04
H 0.02977 4.50264 4.60645 -0.03 -0.04 -0.03
H 3.04489 4.15998 4.15920 0.00 0.00 0.02
H 2.20480 3.80857 5.66621 0.01 0.03 0.01
H 2.26671 5.46827 5.07046 0.03 -0.01 0.00
S -4.43573 -6.64938 1.13330 -0.09 0.00 0.07
C -3.49418 -5.37001 1.59514 0.14 0.03 -0.13
S -1.95957 -5.53387 2.39856 0.10 0.08 -0.07
C -1.61568 -3.81515 2.19758 -0.08 -0.29 0.02
N -2.61622 -3.19148 1.64498 0.02 0.49 -0.05
N -3.66865 -4.04808 1.35080 0.02 0.06 0.14
C -4.78102 -3.46322 0.68938 0.02 -0.04 -0.13
C -4.55310 -2.51172 -0.29838 0.00 0.00 -0.07
C -5.62261 -1.98093 -1.00443 0.01 -0.03 0.01
C -6.91761 -2.39438 -0.72672 0.00 -0.02 0.02
C -7.13819 -3.31601 0.28754 0.01 0.03 -0.04
C -6.07633 -3.84476 1.00529 -0.09 -0.01 0.06
S -0.12428 -3.15075 2.65915 0.05 0.01 0.02
H -3.53867 -2.20247 -0.51502 0.01 -0.02 -0.01
H -5.44032 -1.26193 -1.79303 0.00 0.03 0.01
H -7.74953 -2.00545 -1.29904 0.00 0.02 0.02
H -8.14519 -3.63978 0.51534 0.00 0.03 0.03
H -6.25601 -4.55270 1.80091 0.06 -0.05 -0.06
I -0.72831 -1.64736 6.00917 0.07 0.06 0.00
C 0.99190 -1.03081 5.02883 -0.15 0.04 0.17
C 2.24897 -1.23935 5.56620 0.03 -0.02 -0.09
C 3.36255 -0.75122 4.88972 -0.02 -0.03 0.12
C 3.18205 -0.10159 3.69303 -0.04 0.07 -0.05
N 1.95966 0.08901 3.16976 -0.01 -0.11 -0.21
C 0.88280 -0.36320 3.81952 0.02 0.14 0.00
H 2.36645 -1.77972 6.49559 -0.02 0.04 0.03
H 4.35342 -0.87458 5.30172 0.03 -0.03 -0.07
H 4.01611 0.29424 3.12736 0.04 -0.07 -0.02
H -0.08212 -0.15812 3.38363 0.00 -0.13 -0.03
C 3.25693 -0.42039 -6.83961 0.01 0.03 -0.02
C 3.55357 0.34787 -5.71985 -0.04 0.00 0.01
C 3.02175 0.00725 -4.48834 0.07 -0.10 0.03
C 2.19027 -1.10614 -4.38574 0.07 -0.15 0.05
C 1.88645 -1.87361 -5.50340 -0.05 0.01 0.11
C 2.43251 -1.52880 -6.73186 -0.05 -0.03 -0.02
As 1.35855 -1.41653 -2.69328 0.07 0.61 -0.96
C 0.49568 -3.09733 -2.56534 0.09 0.13 0.11
C -0.68412 -3.18836 -1.83006 0.12 -0.06 0.07
C -1.29145 -4.42542 -1.69820 -0.08 -0.02 0.03
C -0.69787 -5.55186 -2.25299 0.02 0.04 -0.03
C 0.47281 -5.44406 -2.99535 -0.01 -0.02 -0.01
C 1.07812 -4.21084 -3.16364 -0.01 -0.02 0.07
C 0.11463 0.03017 -2.57836 -0.04 -0.10 0.18
C 0.55460 1.29601 -2.21362 0.11 0.04 -0.03
C -0.31743 2.37034 -2.27514 -0.07 0.00 -0.03
C -1.62753 2.17447 -2.69146 -0.01 -0.03 0.01
C -2.05972 0.91091 -3.06940 0.00 0.04 -0.01
C -1.18552 -0.16544 -3.03283 0.02 0.00 0.08
H 3.66692 -0.14836 -7.80328 0.02 -0.01 0.02
H 4.19429 1.21482 -5.80782 0.02 -0.02 0.00
H 3.26782 0.58743 -3.60828 0.02 0.04 -0.02
H 1.22668 -2.72668 -5.41742 -0.01 -0.01 -0.07
H 2.20432 -2.12631 -7.60417 0.01 0.01 0.00
H -1.09876 -2.31955 -1.33565 -0.03 -0.02 0.01
H -2.22480 -4.51465 -1.15554 0.06 -0.01 0.09
H -1.14679 -6.52254 -2.08976 -0.04 0.00 -0.07
H 0.92178 -6.32378 -3.43602 0.00 0.00 0.03
H 2.00077 -4.12567 -3.72218 0.04 -0.03 0.04
H 1.58265 1.45282 -1.91254 0.02 -0.01 0.01
H 0.02700 3.36362 -2.01782 0.01 -0.02 0.06
H -2.31124 3.01193 -2.73900 0.01 0.00 0.01
H -3.07828 0.76379 -3.40209 0.00 -0.01 -0.02
H -1.51672 -1.14275 -3.35778 -0.04 0.00 0.01
C -2.42704 2.65583 2.47282 -0.02 0.02 -0.04
N -2.36821 1.29818 1.96860 0.08 0.02 0.14
C -1.28015 0.74885 1.40554 -0.58 -0.18 -0.24
N -1.38818 -0.49039 0.92004 0.09 -0.26 0.19
O -0.21245 1.42850 1.30221 0.59 0.01 0.14
H -2.93561 2.67138 3.43488 0.04 -0.01 0.02
H -2.96054 3.31342 1.78436 0.00 -0.01 -0.02
H -1.41396 3.02631 2.59451 0.01 -0.02 0.06
H -3.19204 0.72416 2.04684 0.00 -0.02 -0.08
H -2.07222 -1.15135 1.30249 -0.04 0.03 -0.10
H -0.51364 -0.96116 0.70568 -0.12 -0.07 0.05
```
Positions in Å, forces in eV/Å.

## Properties
Relative energy (zero: lowest compared OMol25 entry of this formula, charge and spin) (kJ/mol): 0.00
DFT total energy (eV): -189834.6347
Kohn-Sham gap (Ha): 0.2115
Charge: +1

Results of the Löwdin charge analysis, in e, for atoms 1 through 99: atom 1 (Sn): 1.48, atom 2 (O): -0.22, atom 3 (S): 0.33, atom 4 (O): -0.36, atom 5 (O): -0.43, atom 6 (O): -0.50, atom 7 (C): -0.11, atom 8 (C): -0.29, atom 9 (C): -0.32, atom 10 (S): 0.96, atom 11 (O): -0.70, atom 12 (C): -0.31, atom 13 (C): -0.29, atom 14 (C): -0.09, atom 15 (H): 0.08, atom 16 (H): 0.08, atom 17 (H): 0.04, atom 18 (H): 0.12, atom 19 (H): 0.11, atom 20 (H): 0.10, atom 21 (H): 0.10, atom 22 (H): 0.08, atom 23 (H): 0.09, atom 24 (H): 0.08, atom 25 (H): 0.12, atom 26 (H): 0.06, atom 27 (H): 0.08, atom 28 (H): 0.08, atom 29 (S): 0.57, atom 30 (C): -1.14, atom 31 (S): 0.96, atom 32 (C): -1.17, atom 33 (N): -0.04, atom 34 (N): -0.17, atom 35 (C): -0.23, atom 36 (C): -0.04, atom 37 (C): -0.09, atom 38 (C): -0.09, atom 39 (C): -0.07, atom 40 (C): -0.04, atom 41 (S): 0.50, atom 42 (H): 0.08, atom 43 (H): 0.09, atom 44 (H): 0.10, atom 45 (H): 0.11, atom 46 (H): 0.10, atom 47 (I): 0.94, atom 48 (C): -0.73, atom 49 (C): -0.09, atom 50 (C): -0.02, atom 51 (C): -0.12, atom 52 (N): -0.06, atom 53 (C): -0.24, atom 54 (H): 0.11, atom 55 (H): 0.12, atom 56 (H): 0.12, atom 57 (H): 0.07, atom 58 (C): -0.06, atom 59 (C): -0.06, atom 60 (C): -0.09, atom 61 (C): -0.29, atom 62 (C): -0.08, atom 63 (C): -0.06, atom 64 (As): 1.41, atom 65 (C): -0.32, atom 66 (C): -0.08, atom 67 (C): -0.03, atom 68 (C): -0.02, atom 69 (C): -0.04, atom 70 (C): -0.09, atom 71 (C): -0.29, atom 72 (C): -0.12, atom 73 (C): -0.06, atom 74 (C): -0.05, atom 75 (C): -0.05, atom 76 (C): -0.08, atom 77 (H): 0.11, atom 78 (H): 0.11, atom 79 (H): 0.10, atom 80 (H): 0.10, atom 81 (H): 0.11, atom 82 (H): 0.09, atom 83 (H): 0.11, atom 84 (H): 0.12, atom 85 (H): 0.12, atom 86 (H): 0.11, atom 87 (H): 0.07, atom 88 (H): 0.10, atom 89 (H): 0.11, atom 90 (H): 0.11, atom 91 (H): 0.11, atom 92 (C): -0.04, atom 93 (N): 0.06, atom 94 (C): -0.58, atom 95 (N): 0.22, atom 96 (O): -0.18, atom 97 (H): 0.10, atom 98 (H): 0.09, atom 99 (H): 0.05

=====

# C39H45Br2IrN2O

C39H45Br2IrN2O as an isolated structure (ωB97M-V with the def2-TZVPD basis set, the OMol25 dataset).

The geometry in XYZ format:
```
90
Properties=species:S:1:pos:R:3:forces:R:3
Ir -0.26118 0.59764 0.32852 0.65 -0.57 0.08
C -0.17838 -1.45358 -0.29609 -0.74 0.31 0.00
C 1.22117 -1.19488 -0.22904 0.30 0.66 -0.30
C 1.61550 -0.90330 -1.62270 0.11 -0.06 0.37
C 0.52240 -1.24185 -2.46329 -0.23 0.29 -0.16
C -0.58147 -1.53594 -1.70758 -0.03 -0.09 -0.10
C -1.94230 -1.95840 -2.18179 0.02 0.08 -0.02
C -3.04108 -1.11076 -1.52464 0.01 -0.07 0.05
C -2.05812 -1.85237 -3.70230 0.02 0.03 0.00
C -2.12447 -3.42999 -1.76215 0.00 -0.03 -0.03
C 2.87400 -0.25101 -2.20926 -0.04 -0.05 -0.05
C 2.74063 -0.06663 -3.73279 -0.06 0.07 -0.07
C 4.20436 -1.02011 -2.07139 -0.12 -0.12 0.06
C 3.02515 1.13165 -1.54071 0.03 0.03 0.09
C 2.08620 -1.99630 0.77885 -0.16 -0.13 0.03
C 3.31287 -1.28579 1.35429 0.03 0.00 -0.04
C 1.24539 -2.51022 1.95872 -0.07 0.06 0.18
C 2.48752 -3.30066 0.04822 -0.09 0.10 0.22
H -0.69878 -2.07965 0.41263 0.16 -0.07 0.01
H 0.53012 -1.16572 -3.53581 -0.02 0.09 -0.05
H -2.87523 -0.04613 -1.68263 0.01 0.07 -0.05
H -3.09887 -1.28921 -0.44952 0.02 0.03 -0.01
H -4.00705 -1.37546 -1.95801 0.00 -0.02 0.02
H -1.99110 -0.81397 -4.03526 0.02 0.01 0.01
H -3.02331 -2.24334 -4.02500 -0.01 0.01 0.00
H -1.28192 -2.42956 -4.20719 -0.01 -0.01 0.00
H -2.12206 -3.54358 -0.67730 0.01 0.00 0.00
H -1.33617 -4.05987 -2.17752 0.00 0.00 -0.01
H -3.08258 -3.79422 -2.13610 0.00 0.00 0.01
H 2.63188 -1.02553 -4.24162 0.02 0.00 0.01
H 3.65680 0.39348 -4.10132 0.01 0.00 -0.01
H 1.91794 0.57794 -4.02758 0.12 -0.15 -0.03
H 4.17578 -1.95643 -2.62977 -0.04 -0.03 0.03
H 4.50844 -1.23037 -1.05713 -0.03 -0.07 0.11
H 4.98193 -0.40017 -2.52017 -0.01 -0.01 0.02
H 2.07599 1.66967 -1.50700 0.29 -0.01 0.15
H 3.73881 1.72646 -2.11321 0.04 0.00 0.02
H 3.39034 1.04243 -0.51884 -0.02 -0.06 0.08
H 3.03828 -0.44790 1.98934 0.07 -0.14 -0.12
H 3.98887 -0.90289 0.59940 0.00 0.00 -0.05
H 3.87433 -1.99534 1.96572 0.02 0.00 -0.01
H 0.78471 -1.71829 2.54299 0.16 -0.54 -0.25
H 1.89972 -3.07395 2.62532 0.02 -0.02 0.00
H 0.46260 -3.19276 1.62717 0.03 -0.05 0.02
H 3.11922 -3.14715 -0.81070 0.28 0.18 -0.34
H 1.59389 -3.83415 -0.28510 0.00 0.02 -0.01
H 3.02080 -3.95198 0.74388 0.00 0.01 -0.02
C 0.22213 2.06524 -3.33726 -0.12 -0.14 -0.13
C -1.07503 2.32164 -2.67233 -0.02 0.12 0.05
C -2.07443 2.97234 -3.43259 0.00 0.01 0.03
C -3.16964 3.49995 -2.82920 0.00 0.04 -0.02
C -3.26014 3.43522 -1.42389 -0.03 -0.03 0.03
C -4.27041 4.06741 -0.65671 0.03 0.00 -0.01
Br -5.64980 5.02822 -1.51574 -0.02 0.00 0.00
C -4.25579 4.01276 0.70686 0.02 0.00 0.01
C -3.23868 3.30538 1.36651 -0.09 0.01 -0.03
Br -3.23397 3.23490 3.24408 0.01 0.00 -0.02
C -2.26047 2.64811 0.65894 -0.02 -0.20 0.01
O -1.31159 1.94787 1.25331 -0.07 0.11 -0.01
C -2.25809 2.71082 -0.74864 -0.12 -0.09 -0.05
N -1.20254 2.07989 -1.37616 -0.03 -0.09 -0.03
H 0.10622 1.63566 -4.33248 -0.05 -0.01 0.03
H 0.82650 1.43373 -2.71688 0.01 -0.21 0.02
H 0.73817 3.02342 -3.44964 0.00 -0.03 -0.02
H -1.91914 3.07927 -4.49739 0.00 -0.02 0.00
H -3.93209 4.01456 -3.39717 -0.01 -0.02 0.00
H -5.01995 4.50932 1.28727 0.00 0.00 -0.01
C -3.38456 -0.78861 4.51051 0.03 0.00 0.00
C -2.37962 -0.00585 5.06516 -0.02 -0.02 -0.01
C -1.25317 0.31172 4.33429 0.08 -0.01 -0.05
C -1.09273 -0.17017 3.01810 -0.07 0.14 0.08
C -2.14670 -0.91199 2.45478 0.01 -0.03 -0.04
C -3.26577 -1.22524 3.19450 -0.02 0.01 -0.01
N 0.02114 0.14112 2.24887 -0.20 0.45 0.02
C 1.17866 0.60785 2.90537 0.03 0.05 0.05
C 1.89250 1.69326 2.39036 -0.07 0.03 0.06
C 3.05964 2.10987 3.00593 0.00 0.02 0.00
C 3.54111 1.44631 4.12684 -0.01 0.00 -0.01
C 2.84287 0.35907 4.63570 -0.02 0.02 0.00
C 1.67017 -0.05931 4.03425 -0.04 0.09 0.09
H -4.26475 -1.03524 5.08844 0.00 0.01 0.00
H -2.48864 0.38720 6.06700 0.00 0.00 0.00
H -0.52634 0.98951 4.75378 0.09 -0.02 0.01
H -2.07818 -1.22473 1.42473 0.00 0.00 0.07
H -4.05868 -1.80497 2.74107 0.00 -0.01 0.01
H 1.52072 2.22281 1.52381 -0.03 0.00 -0.02
H 3.59518 2.96108 2.60714 0.00 0.00 0.01
H 4.45710 1.77329 4.59997 0.00 -0.01 -0.01
H 3.21923 -0.17619 5.49700 0.00 0.00 0.00
H 1.15807 -0.93629 4.40699 -0.03 0.07 0.05
```
Positions in Å, forces in eV/Å.

## Properties
Relative energy (zero: lowest compared OMol25 entry of this formula, charge and spin) (kJ/mol): 337.06
DFT total energy (eV): -189117.9458
Kohn-Sham gap (alpha / beta) (Ha): 0.2170 / 0.2093
Charge: +1
Expectation value of S²: 0.87
2S+1: 2

Atom-resolved charges from Löwdin, all expressed in e: atom 1 (Ir): 1.31, atom 2 (C): -0.24, atom 3 (C): -0.21, atom 4 (C): -0.03, atom 5 (C): 0.02, atom 6 (C): -0.13, atom 7 (C): -0.54, atom 8 (C): -0.02, atom 9 (C): -0.04, atom 10 (C): -0.02, atom 11 (C): -0.49, atom 12 (C): -0.06, atom 13 (C): -0.03, atom 14 (C): -0.03, atom 15 (C): -0.48, atom 16 (C): -0.02, atom 17 (C): -0.05, atom 18 (C): -0.02, atom 19 (H): 0.09, atom 20 (H): 0.11, atom 21 (H): 0.07, atom 22 (H): 0.07, atom 23 (H): 0.10, atom 24 (H): 0.09, atom 25 (H): 0.09, atom 26 (H): 0.09, atom 27 (H): 0.08, atom 28 (H): 0.10, atom 29 (H): 0.10, atom 30 (H): 0.10, atom 31 (H): 0.10, atom 32 (H): 0.05, atom 33 (H): 0.09, atom 34 (H): 0.06, atom 35 (H): 0.10, atom 36 (H): 0.05, atom 37 (H): 0.10, atom 38 (H): 0.08, atom 39 (H): 0.05, atom 40 (H): 0.05, atom 41 (H): 0.10, atom 42 (H): 0.04, atom 43 (H): 0.10, atom 44 (H): 0.09, atom 45 (H): 0.07, atom 46 (H): 0.10, atom 47 (H): 0.10, atom 48 (C): -0.03, atom 49 (C): -0.30, atom 50 (C): 0.00, atom 51 (C): 0.00, atom 52 (C): -0.18, atom 53 (C): -0.61, atom 54 (Br): 0.82, atom 55 (C): -0.15, atom 56 (C): -0.58, atom 57 (Br): 0.86, atom 58 (C): -0.38, atom 59 (O): -0.26, atom 60 (C): -0.15, atom 61 (N): 0.10, atom 62 (H): 0.10, atom 63 (H): 0.01, atom 64 (H): 0.12, atom 65 (H): 0.13, atom 66 (H): 0.09, atom 67 (H): 0.10, atom 68 (C): -0.05, atom 69 (C): -0.07, atom 70 (C): -0.02, atom 71 (C): -0.27, atom 72 (C): -0.02, atom 73 (C): -0.05, atom 74 (N): -0.06, atom 75 (C): -0.30, atom 76 (C): -0.03, atom 77 (C): -0.06, atom 78 (C): -0.06, atom 79 (C): -0.05, atom 80 (C): -0.05, atom 81 (H): 0.11, atom 82 (H): 0.12, atom 83 (H): 0.12, atom 84 (H): 0.06, atom 85 (H): 0.11, atom 86 (H): 0.09, atom 87 (H): 0.11, atom 88 (H): 0.11, atom 89 (H): 0.12, atom 90 (H): 0.13